# 1
Here is C39H59IrN7O5SbSi3 as an isolated structure from the Open Molecules 2025 dataset. Energies are from the ωB97M-V functional and the def2-TZVPD basis.

**Expectation value of S²**: 6.012
**Molecular weight**: 1104.2 g/mol
**HOMO level (spin up / spin down)**: -12.097 / -12.545 eV
**Multiplicity**: 5
**Net charge**: +2
**Frontier orbital gap (spin up / spin down)**: 7.286 / 6.043 eV
**Energy**: -3493.465132 Eh

```
115
Properties=species:S:1:pos:R:3:forces:R:3:mulliken_spin:R:1
Ir -0.198 0.118 -0.805 0.3510 -0.0715 0.2352 2.1377
O -1.098 1.850 0.664 0.0277 0.2597 0.1019 0.2437
C -1.696 2.902 0.422 0.0466 -0.1749 -0.0024 -0.0396
C -2.078 3.384 -0.869 -0.0010 0.0493 0.0524 -0.0203
C -2.718 4.635 -0.904 0.0309 -0.0492 0.1751 -0.0035
C -3.078 5.184 -2.095 -0.0690 0.1377 -0.1583 0.0026
C -2.826 4.519 -3.300 -0.0182 0.0258 -0.0497 0.0012
C -2.207 3.299 -3.287 0.0104 -0.0533 -0.0302 0.0076
C -1.807 2.675 -2.076 0.0226 -0.1203 0.0012 -0.0243
O -1.226 1.519 -2.141 -0.0500 0.1221 -0.0541 0.1725
N -3.739 6.498 -2.122 -0.0007 -0.0840 -0.0684 -0.0001
O -4.032 6.946 -3.210 0.0151 -0.0049 -0.0226 0.0002
O -3.949 7.042 -1.059 0.0237 -0.0092 0.0862 0.0005
H -1.966 3.551 1.269 -0.0107 0.0064 -0.0159 0.0095
H -2.924 5.173 0.014 0.0106 -0.0216 -0.0252 0.0009
H -3.131 4.988 -4.225 0.0036 -0.0100 0.0033 0.0002
H -2.014 2.767 -4.211 -0.0127 0.0367 0.0155 -0.0003
C 2.249 0.586 3.882 -0.0492 0.0265 0.0617 0.1409
Sb 0.645 0.614 2.473 0.1283 -0.2928 -0.1504 0.2292
C 1.518 0.437 0.448 -0.1813 -0.2443 0.5008 0.6198
C 2.498 -0.711 0.575 0.0977 0.1626 -0.1413 -0.1376
C 2.290 -1.947 -0.042 -0.0343 0.0497 0.0561 0.0163
C 3.279 -2.916 -0.002 -0.0758 -0.0245 -0.0028 0.0200
C 4.456 -2.644 0.674 0.0728 -0.0015 0.0379 0.0330
C 4.581 -1.404 1.285 -0.1084 0.0858 0.0119 -0.0058
N 3.642 -0.459 1.234 -0.0050 -0.1297 0.0471 0.0314
Si 2.516 2.066 0.176 0.0278 -0.2312 -0.1562 0.0472
C 3.187 2.967 1.655 -0.0175 0.0669 0.2300 0.0180
C 4.054 1.680 -0.846 0.1028 0.0722 -0.1327 0.0017
C 1.452 3.310 -0.721 -0.0497 0.1826 -0.0844 0.0278
C -0.728 -0.866 3.307 -0.1705 0.0088 -0.3024 0.1523
C -1.705 -1.396 2.273 0.0795 0.1259 0.1013 -0.0529
C -2.712 -2.281 2.694 0.0160 0.0657 0.0589 0.0137
C -3.727 -2.658 1.844 -0.0245 -0.0246 0.0069 -0.0009
C -3.766 -2.111 0.569 -0.0721 -0.0394 0.0503 0.0044
C -2.754 -1.251 0.220 0.1376 0.1174 0.0728 0.0411
N -1.714 -0.924 1.018 -0.2998 -0.0941 -0.3203 0.1255
Si -1.843 0.255 4.465 0.0678 -0.0742 -0.0012 0.0129
C -2.864 -0.772 5.632 -0.1214 -0.0933 0.1250 -0.0003
C -2.981 1.257 3.388 -0.1195 0.1459 -0.1404 0.0128
C -0.812 1.446 5.466 0.1091 0.0759 0.0809 0.0398
Si 0.184 -2.273 4.304 -0.0831 0.0778 -0.0890 -0.0056
C -0.864 -3.775 4.661 -0.1462 -0.1169 0.0163 0.0094
C 1.553 -2.937 3.241 0.2557 -0.0240 -0.1482 0.0161
C 0.743 -1.702 5.983 0.0442 0.0751 0.1473 0.0028
H 3.071 1.154 3.465 -0.0271 -0.0510 0.0206 -0.0120
H 2.566 -0.437 4.068 0.0083 0.0298 0.0304 -0.0004
H 1.895 1.050 4.800 0.0405 -0.0303 0.0300 0.0048
H 1.345 -2.129 -0.536 0.0426 0.0106 -0.0032 0.0269
H 3.130 -3.880 -0.476 -0.0127 0.0335 0.0025 0.0008
H 5.255 -3.371 0.736 -0.0302 0.0383 0.0085 0.0007
H 5.481 -1.152 1.836 -0.0174 0.0084 -0.0086 -0.0005
H 3.906 2.364 2.207 0.0396 0.1061 -0.0383 0.0007
H 2.412 3.330 2.339 0.0712 -0.0152 0.0111 -0.0070
H 3.713 3.850 1.275 -0.0331 -0.0194 0.0309 0.0018
H 4.859 1.402 -0.162 -0.0416 0.0499 -0.0430 -0.0001
H 4.367 2.588 -1.374 -0.0224 -0.0757 0.0180 -0.0001
H 3.996 0.866 -1.572 -0.0106 -0.0645 -0.0220 -0.0007
H 0.880 3.909 -0.007 0.0112 -0.0299 -0.0493 0.0065
H 0.741 2.844 -1.400 -0.0647 0.0378 -0.0170 -0.0056
H 2.078 4.009 -1.285 -0.0319 -0.0377 0.0540 0.0006
H -2.712 -2.633 3.711 -0.0009 -0.0175 -0.0730 -0.0013
H -4.497 -3.340 2.182 0.0250 0.0231 0.0012 0.0004
H -4.567 -2.328 -0.124 0.0221 0.0192 0.0147 0.0006
H -2.786 -0.764 -0.747 0.0745 -0.0206 -0.0001 0.0112
H -3.724 -1.228 5.139 0.0392 0.0278 0.0496 -0.0002
H -3.254 -0.098 6.404 0.0134 -0.0520 -0.0566 -0.0002
H -2.301 -1.553 6.143 -0.0420 0.0021 0.0230 0.0001
H -3.375 0.699 2.535 -0.0186 0.0476 0.0501 -0.0022
H -2.475 2.149 3.009 -0.0478 -0.0646 0.0142 -0.0054
H -3.832 1.591 3.991 0.0532 0.0076 -0.0396 -0.0015
H -0.124 0.948 6.152 -0.0135 0.0504 -0.0052 0.0015
H -1.504 2.041 6.072 0.0355 -0.0464 -0.0292 0.0030
H -0.246 2.159 4.857 -0.0273 -0.0156 0.0497 -0.0196
H -1.171 -4.317 3.765 0.0061 0.0086 0.0387 0.0000
H -1.745 -3.581 5.275 0.0436 -0.0597 0.0020 -0.0001
H -0.212 -4.441 5.237 -0.0328 0.0238 -0.0196 0.0009
H 1.118 -3.281 2.297 0.0588 -0.0130 -0.0061 0.0011
H 2.013 -3.803 3.727 -0.0281 0.0590 -0.0304 -0.0008
H 2.348 -2.225 3.008 -0.0012 -0.0654 -0.0571 -0.0052
H -0.124 -1.506 6.619 0.0756 0.0079 0.0190 0.0001
H 1.391 -0.831 6.016 0.0353 0.0285 -0.0012 -0.0006
H 1.288 -2.534 6.442 -0.0235 0.0397 -0.0278 0.0001
N 2.772 0.594 -5.659 -0.0680 -0.0102 0.1150 -0.0010
C 2.409 1.826 -4.860 0.0352 -0.0705 -0.0513 -0.0020
C 1.276 1.467 -3.911 0.0082 -0.2043 -0.0093 -0.0019
N 1.606 0.345 -3.038 -0.1010 0.2202 -0.3267 0.0887
C 2.025 -0.826 -3.790 -0.0542 0.0295 0.0690 0.0186
C 3.172 -0.545 -4.752 0.0021 0.0552 -0.0750 0.0037
H 3.512 0.800 -6.330 0.0551 0.0147 0.0256 0.0000
H 1.956 0.306 -6.204 -0.0050 0.0068 -0.0512 0.0000
H 2.142 2.617 -5.558 -0.0205 -0.0166 -0.0305 0.0005
H 3.308 2.112 -4.316 0.0315 0.0317 -0.0019 -0.0003
H 0.377 1.205 -4.481 0.0134 0.0117 0.0167 0.0017
H 1.017 2.341 -3.320 0.0042 0.0019 0.0207 0.0017
H 2.310 0.611 -2.364 0.0789 0.0364 0.1288 -0.0491
H 1.164 -1.210 -4.350 0.0142 -0.0088 0.0214 -0.0007
H 2.339 -1.614 -3.103 -0.0151 0.0049 0.0227 -0.0046
H 3.413 -1.405 -5.374 -0.0032 0.0035 -0.0299 0.0002
H 4.068 -0.216 -4.228 0.0271 -0.0081 0.0175 0.0002
N -3.552 -4.054 -5.875 0.0557 0.0364 0.0057 0.0001
C -2.340 -4.231 -5.302 -0.0157 0.0124 -0.0006 -0.0003
O -1.572 -5.124 -5.585 -0.0095 -0.0229 -0.0122 0.0001
C -1.923 -3.213 -4.264 -0.0669 -0.0306 -0.0896 -0.0005
C -2.246 -1.866 -4.328 0.0042 0.0444 -0.0102 -0.0056
C -1.723 -0.999 -3.381 0.1240 -0.1881 -0.0802 -0.0200
N -0.924 -1.417 -2.389 -0.2061 0.0664 0.0688 0.0512
C -0.646 -2.727 -2.314 0.0184 0.0925 0.0262 -0.0188
C -1.103 -3.647 -3.234 0.0499 -0.0486 0.0241 -0.0018
H -3.861 -4.743 -6.542 0.0057 -0.0111 0.0000 0.0000
H -4.227 -3.405 -5.515 -0.0018 -0.0100 0.0228 0.0000
H -2.872 -1.472 -5.119 0.0038 -0.0071 0.0217 0.0009
H -1.925 0.063 -3.404 -0.0052 -0.0204 0.0367 0.0167
H -0.023 -3.047 -1.489 -0.0799 -0.0123 0.0050 0.0222
H -0.825 -4.691 -3.168 -0.0083 0.0324 0.0000 0.0004
```
Forces are in eV/Å.


# 2
Here is a 10-piece molecular cluster, C39H59N9O3 overall in a non-equilibrium geometry from the Open Molecules 2025 dataset. Energies are from the ωB97M-V functional and the def2-TZVPD basis.

**Molecular weight**: 702.0 g/mol
**HOMO level**: -7.341 eV
**Frontier orbital gap**: 7.511 eV
**Energy**: -2239.300488 Eh

```
110
Properties=species:S:1:pos:R:3:forces:R:3:lowdin_charge:R:1
C 3.310 -0.056 -4.945 -0.2270 2.0536 -3.7507 -0.1397
O 3.923 0.397 -3.791 1.4190 3.4136 -1.0491 -0.2312
C 3.462 -0.223 -2.664 0.3110 -2.7068 0.2197 -0.2240
C 4.111 0.389 -1.376 0.1425 0.6026 -1.7113 -0.0118
N 3.688 -0.149 -0.044 -3.9642 -0.0374 -4.8913 0.0235
H 2.693 -0.521 0.079 -1.0619 -0.5019 -2.0434 0.1303
H 4.140 -0.887 0.248 2.9037 -6.2870 -0.1876 0.1086
C 3.984 0.548 1.052 3.5068 4.5034 5.8797 -0.1928
C 3.194 0.224 2.335 -3.6472 1.0426 -1.8709 -0.1868
O 3.573 1.096 3.360 2.4445 -1.3588 -2.2270 -0.1604
C 3.106 0.736 4.584 -1.4846 -1.4515 1.9345 -0.1427
H 3.601 -1.067 -5.208 -0.3963 -0.5382 0.3305 0.0772
H 3.670 0.565 -5.972 -0.5472 -1.2247 3.1030 0.1470
H 2.204 0.143 -4.950 0.7979 -0.6581 0.2464 0.0955
H 3.808 -1.232 -3.005 -0.9039 -0.4778 2.1117 0.1410
H 2.372 -0.142 -2.648 -0.0620 -0.3290 0.5348 0.1161
H 3.640 1.346 -1.367 -0.0140 1.1449 0.0538 0.0987
H 5.232 0.592 -1.564 -1.6203 -0.8651 0.9753 0.1766
H 4.045 1.597 0.851 -0.3699 0.8666 0.1759 0.1426
H 5.034 0.242 1.270 -0.2474 0.8431 0.5046 0.1625
H 3.190 -0.874 2.413 0.5557 0.1052 1.1639 0.1250
H 2.018 0.447 2.185 2.1642 -0.4951 -0.1893 0.1616
H 3.403 1.527 5.231 0.6151 0.1717 0.9651 0.0845
H 3.253 -0.337 5.030 0.5116 1.8155 -1.1391 0.1377
H 2.046 0.853 4.520 -1.3360 -0.2014 0.3108 0.0698
C 0.416 -0.415 -0.035 -0.1732 -2.1227 -1.0375 -0.2413
O 1.341 -1.409 -0.437 1.0388 0.7677 1.4687 -0.4138
H 0.119 -0.610 1.051 -0.1311 0.9727 -1.2826 0.0831
H -0.353 -0.576 -0.802 -1.1536 0.4342 0.8846 0.0640
H 0.795 0.550 -0.322 0.3023 1.1688 0.7826 0.0429
N 1.246 -2.988 -2.584 1.0409 1.1315 1.0260 -0.0048
C 1.874 -4.172 -2.320 -0.8023 0.2025 0.2436 -0.1747
C 1.746 -4.933 -3.425 -0.2975 -0.1358 -2.5985 -0.0667
C 1.086 -4.007 -4.535 2.8425 -2.7752 4.5845 -0.0462
C 0.942 -2.858 -3.864 -2.9159 2.0150 -1.8290 -0.2327
H 1.001 -2.246 -1.958 0.6694 0.2334 1.1637 0.0730
H 2.346 -4.387 -1.365 -0.3657 0.0844 -0.2087 0.1024
H 2.122 -5.986 -3.416 -0.4932 1.1512 -0.6553 0.0878
H 0.754 -4.285 -5.452 -0.5929 -0.6445 -2.5270 0.0358
H 0.369 -1.923 -4.203 1.0457 -1.5137 0.5385 0.1399
N -1.943 -3.431 1.393 -1.4853 -3.1150 2.0792 0.0507
C -2.938 -4.375 1.796 3.3064 -1.7977 2.1028 -0.1793
C -4.099 -4.210 1.169 -0.3079 3.7669 -1.3908 -0.0932
C -3.914 -2.942 0.367 5.5712 -4.6459 3.8152 -0.0319
C -2.558 -2.592 0.559 -3.9367 -2.0791 0.2061 -0.1673
H -1.008 -3.539 1.851 -1.2395 0.8142 -1.0853 0.0892
H -2.647 -5.161 2.591 -0.4433 1.4355 -1.5680 0.1331
H -5.062 -4.587 1.430 -0.2051 -0.6278 -0.0875 0.0795
H -4.669 -2.443 0.019 -3.7622 2.9092 -2.5470 0.0130
H -2.093 -1.788 0.222 2.0466 3.4277 -1.6100 0.0292
N -4.028 0.148 -3.596 1.3332 -1.9346 1.2733 0.0063
C -4.007 -0.596 -4.808 -5.4686 5.6394 -1.9656 -0.2095
C -3.453 -1.739 -4.744 1.9989 3.9000 10.6986 -0.0571
C -2.851 -1.716 -3.319 -0.4853 -1.4220 -1.4662 -0.0916
C -3.257 -0.698 -2.574 -2.4171 3.9174 -2.3892 -0.0764
H -4.611 0.930 -3.281 0.3368 -0.7285 -0.8926 0.1182
H -4.658 -0.300 -5.766 1.5613 -0.0061 2.4785 0.1522
H -3.212 -2.377 -5.346 2.2199 -6.8970 -6.8503 -0.0009
H -2.189 -2.435 -2.952 0.7752 -1.2959 0.4097 0.0633
H -3.162 -0.201 -1.570 0.2247 -1.1743 -1.2699 0.0971
N 1.256 -3.042 1.635 -1.6732 1.3838 -1.4721 -0.0073
C 0.878 -4.404 1.477 1.6789 3.0824 -6.0665 -0.2514
C 0.561 -4.961 2.579 -1.1947 -0.1925 5.4112 -0.1238
C 0.569 -3.784 3.636 1.0322 -1.2380 -3.3697 -0.0336
C 0.971 -2.616 2.948 -0.9002 -9.5469 -2.2201 -0.1312
H 1.149 -2.325 0.722 0.9312 -1.3963 1.1858 0.0932
H 0.731 -4.839 0.407 0.7459 0.9803 2.0627 0.1464
H 0.300 -6.039 2.534 -0.0275 0.9879 1.0665 0.1090
H 0.622 -4.005 4.653 -0.5053 0.1641 1.5791 0.0468
H 1.064 -1.714 3.276 0.7090 5.3934 1.7890 0.0203
N -1.468 4.113 1.958 -0.5517 0.9260 -1.4471 -0.0171
C -0.304 3.326 2.177 -1.7406 1.3845 0.3937 -0.1447
C 0.409 3.926 3.203 -1.2236 0.1137 -0.9066 -0.1240
C -0.303 5.139 3.636 1.3599 -0.3552 0.4757 -0.1346
C -1.387 5.277 2.816 -1.9478 -0.6711 -2.4234 -0.1568
H -2.225 4.030 1.056 3.3010 0.4229 3.9350 0.1411
H -0.154 2.364 1.660 -0.0619 0.8391 0.2945 0.0886
H 1.369 3.507 3.428 0.2673 0.2274 0.8407 0.0666
H 0.008 5.789 4.505 -0.4424 -0.7195 -1.4392 0.1018
H -2.152 6.132 2.551 1.7315 -1.9062 1.1738 0.1312
N -3.450 0.200 5.169 -2.2095 3.4671 4.5864 -0.0439
C -3.743 -1.132 5.243 -1.9519 1.3035 2.0629 -0.1836
C -3.217 -1.740 4.212 3.3538 0.6721 -3.8363 -0.0760
C -2.495 -0.651 3.439 0.6537 0.0125 -0.7057 -0.0637
C -2.696 0.533 4.140 -0.1232 -3.6680 -1.3657 -0.1768
H -3.718 1.025 5.854 0.3825 -3.0374 -1.6918 0.2074
H -4.521 -1.489 5.894 0.3058 -0.0468 0.5136 0.1101
H -3.158 -2.795 4.016 -0.2872 -0.0042 -0.2543 0.0783
H -1.880 -0.610 2.477 -1.1039 -0.7915 1.5519 0.0785
H -2.591 1.540 4.006 1.0707 2.2610 -0.8943 0.0777
N 3.153 4.997 -3.398 0.7874 2.0516 -0.3464 -0.0476
C 2.722 3.684 -3.277 0.1373 0.3591 -0.7519 -0.1952
C 1.674 3.599 -2.361 -1.7271 1.5276 0.1099 -0.1040
C 1.348 5.082 -1.986 1.1066 -0.4982 1.0959 -0.1054
C 2.337 5.878 -2.607 -0.9318 -4.1978 -0.2494 -0.1375
H 4.021 5.304 -4.016 -2.9036 -0.9431 1.9628 0.1961
H 3.181 3.043 -4.087 -0.7699 0.0914 1.7110 0.1193
H 0.965 2.690 -2.097 1.8773 2.0760 -0.7104 0.1060
H 0.617 5.533 -1.107 1.9356 -1.5816 -2.6739 0.1357
H 2.420 6.924 -2.591 0.4792 0.9989 -0.0562 0.0737
N -3.768 3.404 0.253 -4.8702 -2.2842 3.1492 -0.0324
C -3.128 2.143 0.297 -1.0242 5.9533 -1.3786 -0.1231
C -2.081 2.299 -0.446 4.2552 0.5009 -4.1824 -0.0988
C -2.192 3.639 -1.175 2.6415 -0.3378 -0.6692 -0.0495
C -3.214 4.275 -0.613 0.1232 -3.9787 0.3956 -0.1958
H -4.740 3.469 0.690 2.1070 0.3463 -0.9617 0.1923
H -3.475 1.347 0.739 -1.8719 -3.7963 2.8655 0.0709
H -1.272 1.527 -0.465 -0.8301 0.9870 -0.6602 0.0863
H -1.634 4.291 -1.921 0.1523 -1.8565 1.0842 0.1149
H -3.492 5.222 -0.585 -1.3804 4.0484 -0.5080 0.0841
```
Forces are in eV/Å.


The highest molecular weight belongs to which entry? C39H59IrN7O5SbSi3


Which of these has the lowest energy? C39H59IrN7O5SbSi3


The lowest molecular weight belongs to which entry? C39H59N9O3


Which of these has the lowest energy? C39H59IrN7O5SbSi3